[1]
Computed, not measured: a gas-phase ion, H4NO2P2 (charge -1), with ωB97M-V/def2-TZVPD.

Positions of all 9 atoms, in Å:
H: -1.442 1.278 -1.123
H: 1.888 -1.193 -0.535
P: 1.697 -0.337 0.537
N: -0.483 1.267 -0.797
P: -0.447 -0.231 0.032
H: -0.391 1.978 -0.082
O: -1.464 -0.039 1.487
H: 1.431 -1.396 1.386
O: -0.789 -1.327 -0.902

## Properties
Calculated total energy   -890.42744 Ha
HOMO   -4.12 eV
Maximum force   6.9 eV/A
Charge   -1

---

[2]
Computed, not measured: 2 unconnected molecules or ions with the total composition H4NO2PS, with ωB97M-V/def2-TZVPD.

Positions of all 9 atoms, in Å:
N: -0.709 -0.889 0.460
H: -0.124 -1.384 1.240
S: 0.440 -0.215 -0.653
P: -0.127 1.902 -0.863
H: -1.328 -1.528 0.024
O: 1.701 -0.227 0.084
H: 1.250 2.134 -0.290
O: 0.276 -1.025 -1.847
H: -1.377 1.232 1.844

## Properties
Calculated total energy   -946.98307 Ha
HOMO (alpha / beta)   -9.86 / -10.27 eV
Maximum force   3.5 eV/A

---

[3]
Computed, not measured: 2 unconnected molecules or ions with the total composition H4NO2PS, with ωB97M-V/def2-TZVPD.

Positions of all 9 atoms, in Å:
H: 0.849 -0.596 1.157
H: -2.906 1.645 -0.627
H: 2.149 -0.849 -1.524
S: 1.988 -0.352 0.537
O: -2.297 1.063 -0.157
O: -1.196 -0.879 1.009
N: 1.384 -0.727 -0.901
H: 1.637 1.100 0.794
P: -1.608 -0.405 -0.288

## Properties
Calculated total energy   -947.11138 Ha
HOMO   -8.70 eV
Maximum force   2.8 eV/A

---

[4]
Computed, not measured: H4NO2PS in the gas phase, with ωB97M-V/def2-TZVPD.

Positions of all 9 atoms, in Å:
S: 2.133 0.126 -0.073
H: -1.348 -1.121 -1.300
O: -0.445 -1.385 -1.164
O: -0.214 -1.213 1.222
H: -0.339 -0.975 2.127
H: 2.366 -1.077 0.276
P: -0.194 -0.211 -0.036
H: -1.269 1.641 -0.286
N: -1.502 0.689 -0.063

## Properties
Calculated total energy   -947.19674 Ha
HOMO   -9.88 eV
Maximum force   3.7 eV/A

---

[5]
Computed, not measured: a molecular structure, H4NO2PS, with ωB97M-V/def2-TZVPD.

Positions of all 9 atoms, in Å:
O: 0.124 0.844 1.388
N: -0.260 -0.607 -0.607
S: 0.077 -2.338 0.786
H: 0.257 1.253 -1.916
H: 0.015 -1.540 1.786
H: -0.831 1.004 1.338
O: -0.099 1.720 -1.092
H: -0.100 -1.010 -1.558
P: 0.816 0.673 -0.126

## Properties
Calculated total energy   -947.13466 Ha
HOMO   -9.38 eV
Maximum force   4.0 eV/A

---

[6]
Computed, not measured: a molecular structure, H4NO2SSi, with ωB97M-V/def2-TZVPD.

Positions of all 9 atoms, in Å:
N: 1.979 0.193 -1.205
H: 0.636 0.358 1.033
H: -1.546 1.446 1.588
H: 1.130 0.654 -1.472
H: -1.383 -0.775 0.241
S: 2.475 0.746 0.156
O: 3.438 -0.167 0.771
Si: -0.973 0.648 0.328
O: -0.591 1.315 -0.988

## Properties
Calculated total energy   -895.31274 Ha
HOMO   -4.33 eV
Maximum force   3.9 eV/A
Charge   -1

---

[7]
Computed, not measured: a gas-phase ion, H4NO2SSi (charge -1), with ωB97M-V/def2-TZVPD.

Positions of all 9 atoms, in Å:
H: -0.096 2.831 -0.627
H: -1.187 -2.582 0.341
O: -0.073 0.571 0.463
S: 0.291 -1.227 1.175
O: -0.531 -1.151 2.392
H: -0.276 0.953 -2.055
N: -0.242 -2.260 0.153
H: 1.788 1.441 -1.055
Si: 0.326 1.424 -0.786

## Properties
Calculated total energy   -895.35604 Ha
HOMO   -4.53 eV
Maximum force   1.7 eV/A
Charge   -1

---

[8]
Computed, not measured: a molecular structure, H4NO3PS2, with ωB97M-V/def2-TZVPD.

Positions of all 11 atoms, in Å:
N: 0.042 -1.188 -0.833
O: -0.179 -0.444 1.681
O: -0.205 1.713 -0.555
H: 1.041 1.887 -2.426
H: -2.100 -0.682 3.109
H: 0.616 -1.327 -1.681
S: 0.970 2.651 -1.206
P: 0.574 -0.150 0.337
H: -0.967 -1.432 -0.778
O: 2.041 -0.077 0.550
S: -1.832 -0.951 1.802

## Properties
Calculated total energy   -1420.56393 Ha
HOMO (alpha / beta)   -8.18 / -8.17 eV
Maximum force   3.6 eV/A

---

[9]
Computed, not measured: 2 unconnected molecules or ions with the total composition H4NOP2, with ωB97M-V/def2-TZVPD.

Positions of all 8 atoms, in Å:
H: 1.421 0.914 -0.791
O: -0.708 0.376 0.729
H: -3.619 -0.997 0.186
P: 2.591 0.090 -0.658
P: -2.507 -0.820 -0.581
N: -1.925 0.019 0.658
H: 2.945 1.109 0.264
H: 1.803 -0.691 0.193

## Properties
Calculated total energy   -814.95679 Ha
Spin multiplicity   3
HOMO (alpha / beta)   -0.60 / -2.57 eV
Maximum force   3.8 eV/A
Charge   -1
Expectation value of S²   2.012

---

[10]
Computed, not measured: H4NOPS2 in the gas phase, with ωB97M-V/def2-TZVPD.

Positions of all 9 atoms, in Å:
S: -1.022 1.504 -1.122
P: 0.079 0.047 -0.109
S: -0.781 -1.900 0.090
H: 0.127 0.139 2.371
O: 1.270 -0.278 -0.917
H: 1.294 0.985 1.554
H: -0.171 -1.834 -1.077
H: -1.152 0.698 -2.286
N: 0.356 0.639 1.495

## Properties
Calculated total energy   -1270.16944 Ha
HOMO   -9.59 eV
Maximum force   2.1 eV/A